Version one
{"formula": "C5H11NO4", "method": "ωB97M-V/def2-TZVPD", "total_charge": 0, "e_homo_ev": [-9.82, -9.83], "symbols": ["N", "O", "O", "C", "C", "C", "C", "C", "O", "O", "H", "H", "H", "H", "H", "H", "H", "H", "H", "H", "H"], "positions_angstrom": [[-0.553, 0.557, 0.560], [0.281, 1.431, 0.651], [-0.909, -0.387, 1.177], [-1.563, 4.731, -3.276], [-1.359, 3.435, -2.481], [-2.476, 2.404, -2.592], [-2.221, 1.059, -1.850], [-3.482, 0.166, -2.077], [-3.208, -1.079, -1.530], [-1.868, 1.225, -0.540], [-0.733, 5.415, -3.070], [-1.587, 4.566, -4.360], [-2.494, 5.235, -3.003], [-0.427, 2.968, -2.821], [-1.176, 3.663, -1.426], [-3.456, 2.843, -2.341], [-2.561, 2.117, -3.650], [-1.401, 0.571, -2.428], [-4.342, 0.664, -1.627], [-3.663, 0.123, -3.160], [-3.897, -1.721, -1.728]], "nbo_charge": [0.72, -0.25, -0.21, -0.60, -0.40, -0.40, 0.08, -0.07, -0.72, -0.53, 0.21, 0.20, 0.20, 0.19, 0.21, 0.20, 0.20, 0.17, 0.16, 0.16, 0.47]}

=====

Version two
{"formula": "C5H11NO4", "method": "ωB97M-V/def2-TZVPD", "total_charge": 0, "e_homo_ev": -9.51, "smiles": "CO[C@@H](O)[C@](N)(O)C(C)=O", "symbols": ["C", "O", "C", "O", "C", "N", "O", "C", "C", "O", "H", "H", "H", "H", "H", "H", "H", "H", "H", "H", "H"], "positions_angstrom": [[-1.577, 1.050, 1.277], [-1.461, 0.352, 0.046], [-0.251, 0.796, -0.920], [-0.125, 2.177, -1.003], [0.937, 0.079, -0.285], [1.615, 0.849, 0.735], [1.864, -0.348, -1.272], [0.246, -1.224, 0.412], [-0.529, -2.188, -0.456], [0.773, -1.638, 1.453], [-1.210, 2.080, 1.221], [-1.006, 0.538, 2.055], [-2.634, 1.079, 1.553], [-0.525, 0.364, -1.884], [-0.717, 2.477, -1.710], [2.123, 1.605, 0.282], [2.212, 0.230, 1.278], [2.466, -0.958, -0.814], [-0.141, -3.200, -0.319], [-0.489, -1.952, -1.520], [-1.571, -2.169, -0.131]], "nbo_charge": [-0.26, -0.59, 0.37, -0.69, 0.24, -0.85, -0.72, 0.62, -0.73, -0.58, 0.19, 0.18, 0.18, 0.18, 0.49, 0.38, 0.38, 0.48, 0.24, 0.22, 0.25]}

=====

Version three
{"formula": "C5H11NO4", "method": "ωB97M-V/def2-TZVPD", "total_charge": 0, "e_homo_ev": -8.86, "symbols": ["C", "C", "C", "C", "C", "H", "H", "H", "H", "H", "H", "H", "H", "H", "H", "H", "N", "O", "O", "O", "O"], "positions_angstrom": [[0.245, 0.454, -1.282], [1.606, 0.296, 0.504], [0.802, -0.678, 1.381], [-0.562, -1.079, 0.609], [-0.939, 0.200, -0.384], [1.035, -0.240, -3.187], [-0.702, 0.461, -3.528], [0.092, 1.725, -1.508], [1.256, 1.494, 0.714], [2.969, 0.148, 0.761], [1.315, -1.379, 1.328], [-0.377, -0.410, 2.937], [0.084, -1.914, -0.063], [-1.977, -0.464, 1.604], [-1.876, -0.120, -1.095], [-1.946, 1.928, -0.049], [0.003, -0.126, -2.561], [1.405, 0.089, -0.908], [0.518, -0.098, 2.687], [-1.613, -1.332, 1.530], [-1.337, 1.043, 0.511]], "nbo_charge": [0.26, -0.08, 0.04, 0.07, 0.06, 0.39, 0.38, 0.05, 0.21, 0.21, 0.12, 0.48, 0.21, 0.49, 0.17, 0.47, -0.87, -0.52, -0.72, -0.71, -0.71]}

=====

So which one is most stable? That would be version two, about 431.0 kJ/mol below the next structure.

=====

Version one
{"formula": "C9H14N5", "method": "ωB97M-V/def2-TZVPD", "total_charge": 1, "e_homo_ev": -12.06, "symbols": ["C", "C", "C", "C", "C", "C", "C", "C", "C", "N", "N", "N", "N", "N", "H", "H", "H", "H", "H", "H", "H", "H", "H", "H", "H", "H", "H", "H"], "positions_angstrom": [[-2.003, -1.082, -0.615], [-2.722, -1.466, 0.504], [-0.700, -0.871, 1.206], [-0.649, -0.848, -0.209], [2.728, -0.726, -0.012], [1.202, -0.057, -3.197], [0.685, 2.923, -0.333], [-2.300, -1.562, 2.896], [0.491, -0.552, -0.961], [1.557, -0.296, -0.133], [0.760, -0.684, -2.202], [-1.920, -1.258, 1.618], [0.225, 1.941, -1.035], [1.915, 2.824, 0.341], [-2.316, -1.378, -1.598], [-3.763, -1.492, 0.668], [0.066, -0.978, 1.924], [3.428, 0.000, 0.380], [3.272, -1.577, -0.470], [1.200, 1.026, -3.046], [1.701, -0.536, -4.119], [0.233, 3.927, -0.522], [-2.897, -0.826, 3.330], [-2.832, -2.503, 2.862], [-1.392, -1.692, 3.568], [-0.485, 2.251, -1.678], [2.331, 3.679, 0.591], [2.185, 1.813, 0.242]], "nbo_charge": [-0.22, -0.05, 0.08, -0.24, 0.05, 0.07, 0.32, -0.40, 0.56, -0.42, -0.36, -0.29, -0.81, -0.84, 0.24, 0.23, 0.22, 0.18, 0.19, 0.21, 0.23, 0.18, 0.22, 0.23, 0.22, 0.36, 0.42, 0.42]}

=====

Version two
{"formula": "C9H14N5", "method": "ωB97M-V/def2-TZVPD", "total_charge": 1, "e_homo_ev": -12.21, "smiles": "C[C@]1(N)[C@H](N)C=N/[N+]1=c1\\cccc[nH]1", "symbols": ["C", "C", "N", "C", "N", "C", "N", "N", "C", "C", "C", "C", "C", "N", "H", "H", "H", "H", "H", "H", "H", "H", "H", "H", "H", "H", "H", "H"], "positions_angstrom": [[1.037, -0.818, 1.175], [0.938, -0.182, -0.211], [0.565, -1.191, -1.185], [2.205, 0.703, -0.553], [3.413, 0.529, 0.188], [1.633, 2.089, -0.375], [0.381, 2.125, -0.189], [-0.123, 0.859, -0.187], [-1.444, 0.643, -0.127], [-2.371, 1.677, 0.113], [-3.705, 1.373, 0.179], [-4.140, 0.047, -0.001], [-3.212, -0.920, -0.263], [-1.901, -0.613, -0.323], [0.148, -1.403, 1.397], [1.142, -0.048, 1.937], [1.900, -1.478, 1.225], [1.155, -2.012, -1.101], [0.642, -0.844, -2.137], [2.453, 0.568, -1.617], [3.313, 0.696, 1.179], [3.871, -0.356, 0.025], [2.224, 2.983, -0.402], [-1.995, 2.678, 0.245], [-4.427, 2.150, 0.372], [-5.186, -0.201, 0.057], [-3.473, -1.954, -0.430], [-1.174, -1.289, -0.621]], "nbo_charge": [-0.64, 0.26, -0.86, -0.13, -0.81, 0.09, -0.21, -0.26, 0.45, -0.26, -0.09, -0.27, 0.08, -0.50, 0.23, 0.23, 0.23, 0.40, 0.39, 0.22, 0.37, 0.38, 0.23, 0.27, 0.25, 0.25, 0.24, 0.47]}

=====

So which one is most stable? That would be version two, about 366.8 kJ/mol below the next structure.

=====

Version one
{"formula": "H38O19", "method": "ωB97M-V/def2-TZVPD", "total_charge": 0, "e_homo_ev": -10.07, "symbols": ["O", "H", "H", "O", "H", "H", "O", "H", "H", "O", "H", "H", "O", "H", "H", "O", "H", "H", "O", "H", "H", "O", "H", "H", "O", "H", "H", "O", "H", "H", "O", "H", "H", "O", "H", "H", "O", "H", "H", "O", "H", "H", "O", "H", "H", "O", "H", "H", "O", "H", "H", "O", "H", "H", "O", "H", "H"], "positions_angstrom": [[-2.281, 2.996, 3.758], [-2.122, 3.728, 3.163], [-2.902, 3.339, 4.400], [3.923, 2.152, -0.678], [3.721, 2.560, 0.165], [4.482, 2.788, -1.124], [4.936, -0.143, 0.003], [5.320, -0.398, -0.836], [4.481, 0.679, -0.181], [1.494, -2.787, -2.125], [1.095, -2.897, -1.262], [2.400, -3.073, -2.009], [3.725, -1.430, -4.052], [3.572, -0.500, -4.222], [3.038, -1.677, -3.434], [3.714, 3.603, 1.756], [4.284, 4.279, 1.390], [3.875, 3.638, 2.699], [-3.973, 1.322, 2.386], [-3.194, 1.821, 2.634], [-4.204, 1.653, 1.518], [-1.962, 5.252, 2.343], [-1.588, 5.253, 1.462], [-2.908, 5.219, 2.202], [-1.047, 2.507, -4.220], [-0.358, 2.210, -3.626], [-1.514, 3.182, -3.727], [-4.753, -1.408, 2.673], [-4.361, -0.540, 2.579], [-5.686, -1.269, 2.513], [-2.558, -3.238, 2.299], [-3.126, -2.492, 2.489], [-2.150, -3.450, 3.139], [-0.296, -4.716, -2.946], [-0.294, -4.623, -3.899], [0.127, -3.919, -2.626], [-0.538, -2.693, 0.472], [-1.416, -2.751, 0.848], [-0.470, -1.791, 0.160], [-4.860, 0.994, -0.619], [-4.730, 1.528, -1.403], [-4.098, 0.415, -0.594], [3.909, -2.582, -0.517], [3.844, -3.111, 0.279], [3.973, -1.681, -0.201], [0.829, -3.576, 2.924], [0.605, -3.051, 2.156], [0.119, -3.411, 3.544], [-2.616, -0.682, -1.575], [-2.769, -0.612, -2.517], [-1.673, -0.825, -1.495], [1.849, 0.874, -2.046], [2.379, 1.343, -1.401], [2.257, 1.081, -2.887], [-0.045, -0.025, 0.116], [-0.302, 0.861, 0.372], [0.846, 0.072, -0.220]], "nbo_charge": [-0.97, 0.48, 0.47, -0.97, 0.51, 0.49, -0.97, 0.48, 0.48, -0.98, 0.50, 0.50, -0.94, 0.45, 0.48, -0.96, 0.48, 0.50, -0.99, 0.49, 0.48, -0.93, 0.48, 0.48, -0.94, 0.47, 0.46, -0.99, 0.50, 0.48, -0.96, 0.50, 0.46, -0.96, 0.46, 0.48, -1.00, 0.51, 0.48, -0.97, 0.46, 0.50, -0.99, 0.48, 0.49, -0.96, 0.49, 0.45, -0.96, 0.48, 0.49, -0.97, 0.49, 0.47, -0.96, 0.48, 0.49]}

=====

Version two
{"formula": "H38O19", "method": "ωB97M-V/def2-TZVPD", "total_charge": 0, "e_homo_ev": -9.89, "symbols": ["O", "H", "H", "O", "H", "H", "O", "H", "H", "O", "H", "H", "O", "H", "H", "O", "H", "H", "O", "H", "H", "O", "H", "H", "O", "H", "H", "O", "H", "H", "O", "H", "H", "O", "H", "H", "O", "H", "H", "O", "H", "H", "O", "H", "H", "O", "H", "H", "O", "H", "H", "O", "H", "H", "O", "H", "H"], "positions_angstrom": [[4.416, -2.524, 17.068], [4.655, -1.610, 17.224], [5.098, -2.853, 16.482], [9.912, 5.558, 18.178], [9.915, 5.186, 19.060], [9.030, 5.913, 18.071], [4.193, 0.194, 17.532], [4.261, 0.544, 16.644], [4.490, 0.908, 18.096], [9.578, 4.846, 20.790], [9.736, 5.631, 21.315], [10.021, 4.145, 21.267], [7.245, 4.356, 17.444], [7.698, 4.239, 16.609], [6.316, 4.370, 17.213], [4.949, 5.823, 20.493], [5.660, 5.181, 20.489], [5.338, 6.615, 20.124], [8.295, -2.712, 21.873], [7.840, -2.588, 21.040], [7.921, -2.048, 22.452], [5.436, 4.975, 15.431], [6.058, 4.936, 14.705], [4.807, 5.648, 15.172], [7.040, 3.880, 20.172], [7.849, 3.996, 20.671], [7.299, 4.017, 19.261], [10.647, 2.619, 21.809], [11.104, 1.936, 21.318], [10.009, 2.143, 22.342], [6.477, -1.780, 19.984], [6.589, -0.847, 20.169], [6.866, -1.901, 19.118], [8.701, 4.041, 14.976], [8.771, 3.434, 14.239], [9.607, 4.220, 15.226], [5.319, 1.906, 19.585], [5.983, 2.468, 19.984], [4.865, 1.507, 20.327], [10.238, 2.760, 18.418], [10.209, 3.678, 18.150], [11.157, 2.510, 18.320], [8.840, -2.329, 14.536], [9.275, -1.565, 14.914], [8.137, -2.534, 15.153], [7.905, 1.142, 17.787], [8.574, 1.786, 18.021], [7.082, 1.629, 17.819], [8.058, -1.554, 17.945], [7.837, -0.625, 17.887], [9.004, -1.585, 17.800], [4.330, 1.764, 15.520], [3.646, 2.253, 15.063], [5.123, 2.284, 15.392], [10.050, 0.011, 16.102], [10.805, 0.571, 16.284], [9.317, 0.448, 16.535]], "nbo_charge": [-0.96, 0.49, 0.45, -0.98, 0.49, 0.49, -0.99, 0.49, 0.49, -0.99, 0.49, 0.51, -1.01, 0.50, 0.51, -0.96, 0.49, 0.46, -0.97, 0.50, 0.45, -0.96, 0.48, 0.49, -1.00, 0.50, 0.51, -0.95, 0.49, 0.49, -0.96, 0.46, 0.50, -0.97, 0.49, 0.49, -1.00, 0.50, 0.48, -0.98, 0.50, 0.47, -0.96, 0.48, 0.47, -1.00, 0.51, 0.50, -0.98, 0.50, 0.49, -0.94, 0.49, 0.48, -0.97, 0.47, 0.49]}

=====

So which one is most stable? That would be version two, about 85.9 kJ/mol below the next structure.

=====

Version one
{"formula": "C19H21Cl3CoN6OS", "method": "ωB97M-V/def2-TZVPD", "total_charge": 1, "multiplicity": 5, "e_homo_ev": [-10.59, -10.61], "symbols": ["Co", "N", "C", "S", "N", "N", "C", "C", "C", "C", "C", "C", "N", "H", "H", "H", "H", "H", "H", "H", "Cl", "C", "C", "C", "Cl", "C", "O", "C", "Cl", "C", "H", "H", "C", "C", "N", "C", "C", "N", "C", "C", "H", "H", "H", "H", "H", "H", "H", "H", "H", "H", "H", "H"], "positions_angstrom": [[0.006, 0.459, 0.832], [-0.715, 2.551, 4.654], [-0.382, 1.770, 3.626], [-0.442, 2.458, 2.040], [-0.006, 0.534, 3.895], [0.305, -0.186, 2.831], [0.588, -1.430, 2.959], [0.939, -2.168, 1.759], [1.128, -3.546, 1.778], [1.458, -4.203, 0.606], [1.590, -3.462, -0.559], [1.369, -2.098, -0.501], [1.055, -1.452, 0.619], [-0.996, 3.497, 4.480], [-0.664, 2.203, 5.598], [0.557, -1.920, 3.928], [1.006, -4.080, 2.711], [1.613, -5.273, 0.600], [1.861, -3.928, -1.496], [1.454, -1.499, -1.400], [-5.740, -4.115, -0.180], [-4.442, -3.007, -0.139], [-4.233, -2.252, 1.019], [-3.215, -1.338, 1.045], [-2.919, -0.399, 2.440], [-2.357, -1.125, -0.092], [-1.461, -0.233, -0.119], [-2.606, -1.956, -1.237], [-1.606, -1.750, -2.615], [-3.623, -2.869, -1.264], [-4.874, -2.389, 1.878], [-3.796, -3.468, -2.147], [0.923, 3.180, -0.644], [1.588, 3.901, -1.855], [1.916, 2.926, -2.882], [2.914, 1.997, -2.382], [2.400, 1.342, -1.062], [0.988, 1.716, -0.847], [0.201, 1.376, -2.052], [0.717, 2.202, -3.268], [-0.123, 3.466, -0.541], [1.436, 3.433, 0.280], [2.505, 4.405, -1.548], [0.916, 4.650, -2.274], [3.847, 2.533, -2.204], [3.099, 1.244, -3.149], [2.976, 1.688, -0.203], [2.487, 0.257, -1.115], [-0.850, 1.590, -1.853], [0.293, 0.305, -2.239], [-0.036, 2.917, -3.598], [0.950, 1.548, -4.110]], "lowdin_spin": [2.74, 0.00, 0.01, 0.07, 0.00, 0.04, 0.02, 0.00, 0.00, 0.00, 0.00, 0.00, 0.04, 0.00, 0.00, 0.00, 0.00, 0.00, 0.00, 0.00, 0.09, 0.18, -0.01, 0.13, 0.05, 0.12, 0.30, 0.12, 0.04, 0.00, 0.00, 0.00, 0.00, 0.00, 0.00, 0.00, 0.00, 0.04, 0.00, 0.00, 0.00, 0.00, 0.00, 0.00, 0.00, 0.00, 0.00, 0.00, 0.00, 0.00, 0.00, 0.00]}

=====

Version two
{"formula": "C19H21Cl3CoN6OS", "method": "ωB97M-V/def2-TZVPD", "total_charge": 1, "multiplicity": 5, "e_homo_ev": [-10.79, -10.82], "symbols": ["Co", "N", "C", "S", "N", "N", "C", "C", "C", "C", "C", "C", "N", "H", "H", "H", "H", "H", "H", "H", "Cl", "C", "C", "C", "Cl", "C", "O", "C", "Cl", "C", "H", "H", "C", "C", "N", "C", "C", "N", "C", "C", "H", "H", "H", "H", "H", "H", "H", "H", "H", "H", "H", "H"], "positions_angstrom": [[0.108, 0.055, 0.248], [-1.790, -1.818, 3.627], [-1.388, -1.165, 2.531], [0.264, -1.437, 2.022], [-2.280, -0.359, 1.982], [-1.817, 0.281, 0.900], [-2.576, 1.081, 0.251], [-1.998, 1.718, -0.931], [-2.726, 2.593, -1.727], [-2.124, 3.142, -2.846], [-0.815, 2.796, -3.146], [-0.156, 1.921, -2.301], [-0.719, 1.403, -1.213], [-1.181, -2.475, 4.079], [-2.740, -1.709, 3.940], [-3.603, 1.268, 0.547], [-3.750, 2.828, -1.469], [-2.670, 3.827, -3.480], [-0.310, 3.194, -4.015], [0.869, 1.625, -2.497], [3.376, -4.388, -4.652], [2.292, -3.498, -3.685], [2.813, -2.527, -2.807], [1.950, -1.819, -2.035], [2.524, -0.616, -0.945], [0.517, -2.022, -2.072], [-0.272, -1.382, -1.359], [0.050, -3.036, -3.005], [-1.627, -3.308, -3.089], [0.919, -3.749, -3.783], [3.881, -2.364, -2.759], [0.555, -4.502, -4.467], [2.478, 1.431, 1.646], [3.090, 2.527, 2.555], [2.179, 3.660, 2.665], [0.946, 3.216, 3.305], [0.316, 2.045, 2.512], [1.089, 1.793, 1.263], [1.145, 3.063, 0.501], [1.867, 4.155, 1.331], [2.446, 0.460, 2.142], [3.059, 1.333, 0.727], [4.039, 2.879, 2.148], [3.286, 2.141, 3.556], [0.264, 4.065, 3.362], [1.173, 2.910, 4.327], [-0.714, 2.264, 2.227], [0.315, 1.121, 3.086], [0.123, 3.355, 0.260], [1.666, 2.870, -0.439], [1.240, 5.042, 1.428], [2.796, 4.463, 0.849]], "lowdin_spin": [2.70, 0.01, 0.01, 0.08, 0.00, 0.05, 0.01, 0.00, 0.00, 0.00, 0.00, 0.00, 0.04, 0.00, 0.00, 0.00, 0.00, 0.00, 0.00, 0.00, 0.09, 0.20, 0.00, 0.13, 0.05, 0.10, 0.30, 0.15, 0.05, -0.02, 0.00, 0.00, 0.00, 0.00, 0.00, 0.00, 0.00, 0.04, 0.00, 0.00, 0.00, 0.00, 0.00, 0.00, 0.00, 0.00, 0.00, 0.00, 0.00, 0.00, 0.00, 0.00]}

=====

So which one is most stable? That would be version two, about 50.9 kJ/mol below the next structure.